[1]
ORCA calculation (ωB97M-V/def2-TZVPD) on a cluster of 2 separate species, C2H9N2O in total.

Last column: Mulliken charge in e.
CARTESIAN COORDINATES (ANGSTROEM)
1 O 0.708 0.822 0.020  -0.67
2 N 2.510 -0.551 -0.243  -0.31
3 N -1.836 0.044 -0.200  -0.32
4 C -2.674 -0.728 0.775  -0.75
5 C 1.823 0.571 -0.440  0.11
6 H -3.607 -0.981 0.282  0.34
7 H -2.814 -0.169 1.689  0.32
8 H -0.960 0.372 0.244  0.40
9 H -2.115 -1.638 0.983  0.33
10 H -2.293 0.940 -0.434  0.38
11 H 2.271 1.324 -1.097  0.32
12 H -1.694 -0.339 -1.132  0.35
13 H 3.388 -0.595 -0.703  0.25
14 H 2.384 -1.151 0.548  0.24

Properties
**Charge**: +1
**Highest occupied orbital energy**: -14.4 eV
**Lowest unoccupied orbital energy**: -3.222 eV

=====

[2]
ORCA calculation (ωB97M-V/def2-TZVPD) on a structure of composition C16H14F6N11O7S2Ta.

Last column: Mulliken charge in e.
CARTESIAN COORDINATES (ANGSTROEM)
1 Ta -0.376 0.388 0.589  2.59
2 S 0.945 2.703 1.346  0.86
3 S -1.344 3.486 0.258  1.11
4 F -2.319 3.895 2.678  -0.16
5 F 3.220 2.280 2.509  -0.11
6 F 3.051 4.272 1.674  -0.08
7 F -3.789 3.451 1.133  -0.15
8 F -2.551 1.866 1.938  -0.21
9 F 1.987 3.760 3.496  -0.10
10 O 2.632 -1.265 -5.830  -0.57
11 O 4.140 -2.547 -4.987  -0.55
12 O -0.584 -0.802 2.142  -0.86
13 O -1.168 1.995 -0.205  -0.46
14 O 0.143 1.704 2.214  -0.80
15 O -1.838 4.352 -0.726  -0.47
16 O 1.352 1.754 0.247  -0.56
17 N 1.355 -0.946 0.339  0.24
18 N -5.355 -0.510 -1.208  -0.61
19 N -4.050 -1.889 0.094  -0.83
20 N -0.089 0.002 -1.590  0.22
21 N -2.268 -0.595 0.135  -0.07
22 N -0.840 -2.408 3.690  -0.33
23 N -3.212 0.052 -0.606  -0.21
24 N -0.834 -0.184 4.327  -0.24
25 N 0.048 3.885 0.924  -0.46
26 N -4.212 -0.752 -0.590  1.11
27 N 3.156 -1.864 -4.915  1.04
28 C 1.819 -1.179 -0.921  0.10
29 C 3.749 -2.308 -0.070  -0.44
30 C 3.297 -2.048 1.208  -1.26
31 C -0.870 0.528 -2.545  0.09
32 C -0.588 0.369 -3.893  -1.31
33 C -2.629 3.181 1.638  0.77
34 C -2.823 -1.752 0.541  -0.29
35 C 1.036 -0.674 -1.981  0.26
36 C 2.995 -1.866 -1.174  0.53
37 C 0.533 -0.320 -4.290  -0.18
38 C -0.762 -1.125 3.415  0.60
39 C 2.505 3.354 2.384  0.75
40 C 3.389 -2.079 -2.536  -0.56
41 C 2.635 -1.601 -3.541  -0.71
42 C 1.406 -0.864 -3.310  0.43
43 C 2.103 -1.366 1.377  -0.11
44 H -1.739 1.082 -2.232  0.46
45 H -0.688 -3.105 2.977  0.24
46 H 1.739 -1.155 2.372  0.63
47 H -0.971 -0.405 5.307  0.25
48 H -1.256 0.802 -4.625  0.47
49 H -5.465 0.370 -1.688  0.27
50 H 4.297 -2.623 -2.768  0.67
51 H 3.853 -2.366 2.079  0.51
52 H 4.681 -2.840 -0.229  0.57
53 H -0.801 0.791 4.072  0.13
54 H -6.092 -1.190 -1.073  0.32
55 H -2.331 -2.507 1.128  0.53
56 H 0.759 -0.444 -5.336  0.71
57 H -0.979 -2.744 4.636  0.24

Properties
**Charge**: +4
**Highest occupied orbital energy**: -20.4 eV
**Lowest unoccupied orbital energy**: -14.263 eV

=====

[3]
ORCA calculation (ωB97M-V/def2-TZVPD) on a cluster of 2 separate species, C4H5N3O4S in total.

Last column: Mulliken charge in e.
CARTESIAN COORDINATES (ANGSTROEM)
1 S 0.274 1.339 0.494  0.02
2 O -0.400 -1.767 2.579  -0.61
3 O -1.141 0.260 2.643  -0.60
4 O 1.215 2.982 -1.547  -0.60
5 O 2.476 1.574 -2.594  -0.59
6 N 1.709 1.885 -1.710  1.01
7 N -0.451 -0.626 2.182  1.07
8 N -2.693 -0.425 -0.290  -0.63
9 C 1.340 0.886 -0.775  0.06
10 C 1.720 -0.439 -0.759  -0.40
11 C 1.141 -1.117 0.313  -0.54
12 C 0.353 -0.278 1.071  0.16
13 H -3.228 -0.117 -1.094  0.22
14 H -3.049 -1.336 -0.023  0.21
15 H -2.908 0.211 0.471  0.23
16 H 2.373 -0.872 -1.496  0.48
17 H 1.271 -2.161 0.534  0.50

Properties
**SMILES string**: O=[N+]([O-])c1ccc([N+](=O)[O-])s1.N
**Highest occupied orbital energy**: -10.3 eV
**Lowest unoccupied orbital energy**: -1.757 eV

=====

[4]
ORCA calculation (ωB97M-V/def2-TZVPD) on an isolated molecule of C6H10N2.

Last column: Mulliken charge in e.
CARTESIAN COORDINATES (ANGSTROEM)
1 N 2.468 -0.596 -0.677  -0.74
2 N -2.095 -0.365 -0.836  -0.78
3 C 0.872 1.455 0.176  -0.69
4 C -0.825 -0.137 -0.140  1.37
5 C 0.143 -1.101 0.391  -0.83
6 C -2.030 0.026 0.659  -1.13
7 C 1.494 -0.066 0.575  -0.17
8 C -0.366 1.233 -0.325  -0.56
9 H 1.400 2.457 0.243  0.33
10 H -0.183 -1.401 1.389  0.35
11 H 3.256 0.268 -0.665  0.28
12 H -2.045 -1.031 1.073  0.27
13 H 0.343 -2.239 -0.255  0.24
14 H -1.176 1.792 -0.837  0.49
15 H -2.539 -1.341 -0.917  0.29
16 H 3.136 -1.178 0.066  0.27
17 H 1.909 -0.004 1.503  0.62
18 H -2.433 0.941 0.980  0.39

Properties
**SMILES string**: N[C@H]1C=C[C@]2(CN2)C1
**Highest occupied orbital energy**: -8.8 eV
**Lowest unoccupied orbital energy**: 0.991 eV

=====

[5]
ORCA calculation (ωB97M-V/def2-TZVPD) on the ion C7H10N3 with charge +1.

Last column: Mulliken charge in e.
CARTESIAN COORDINATES (ANGSTROEM)
1 N 0.175 1.667 0.208  -0.48
2 N 0.921 -0.431 0.137  -0.06
3 N -3.920 0.598 0.032  -0.53
4 C -1.533 -0.088 -0.019  0.79
5 C -1.747 -1.456 0.021  -1.83
6 C 1.479 1.694 0.100  -0.37
7 C -0.255 0.414 0.173  0.30
8 C 1.996 0.404 0.048  0.72
9 C 3.363 -0.063 -0.105  -1.13
10 C -2.710 0.786 -0.215  -0.14
11 H 3.784 0.150 -1.055  0.33
12 H -1.228 -2.053 0.727  0.43
13 H -2.529 1.700 -0.781  0.41
14 H -2.708 -1.749 -0.116  0.48
15 H -4.091 -0.130 0.677  0.25
16 H 0.791 -1.455 0.078  0.28
17 H 3.377 -1.123 -0.047  0.33
18 H 2.135 2.486 0.305  0.42
19 H 3.944 0.473 0.751  0.32
20 H -1.244 -1.826 -0.918  0.46

Properties
**Charge**: +1
**SMILES string**: [H]/N=C\C(C)=C1/N=CC(C)=[NH+]1
**Highest occupied orbital energy (spin up / spin down)**: -14.0 / -14.0 eV
**Lowest unoccupied orbital energy (spin up / spin down)**: -6.423 / -6.422 eV

=====

[6]
ORCA calculation (ωB97M-V/def2-TZVPD) on the ion C2H2IN4 with charge +1.

Last column: Mulliken charge in e.
CARTESIAN COORDINATES (ANGSTROEM)
1 I -3.572 0.547 -0.003  0.45
2 N 0.053 -1.360 -0.029  -0.17
3 N -0.522 0.823 -0.065  -0.69
4 N -1.128 -1.359 0.010  -0.05
5 N 0.532 0.087 -0.098  0.78
6 C -1.648 -0.024 -0.097  0.17
7 C 1.763 0.352 0.038  -0.11
8 H 2.581 -0.413 -0.326  0.31
9 H 1.941 1.347 0.568  0.30

Properties
**Charge**: +1
**SMILES string**: C=[N+]1N=NC(I)=N1
**Highest occupied orbital energy (spin up / spin down)**: -14.5 / -14.5 eV
**Lowest unoccupied orbital energy (spin up / spin down)**: -7.317 / -7.315 eV

=====

[7]
ORCA calculation (ωB97M-V/def2-TZVPD) on an isolated molecule of C17H20N4.

Last column: Mulliken charge in e.
CARTESIAN COORDINATES (ANGSTROEM)
1 N -0.353 0.337 -0.242  0.62
2 N 0.504 0.342 -4.732  -0.64
3 N -0.292 0.257 5.440  -0.51
4 N -0.416 -0.665 -4.743  -0.66
5 C -1.183 1.112 1.979  -0.70
6 C 1.960 2.019 -3.780  -1.28
7 C -1.166 1.067 3.384  -0.80
8 C -1.066 -0.566 -1.015  0.26
9 C 0.582 0.982 -1.051  0.22
10 C 1.681 -1.330 4.059  -1.93
11 C -1.935 -2.220 -3.734  -1.14
12 C 0.947 0.922 -3.594  0.50
13 C -2.052 -1.545 -0.394  -1.51
14 C 0.697 -0.419 1.902  -0.13
15 C 1.588 1.953 -0.492  -1.46
16 C 0.399 0.517 -2.367  0.60
17 C -0.959 -1.082 -3.580  0.55
18 C -0.277 0.259 4.058  1.03
19 C 0.678 -0.466 3.320  0.97
20 C -0.290 0.297 1.205  -1.45
21 C -0.631 -0.444 -2.343  0.60
22 H -1.550 -2.460 -0.101  0.26
23 H 1.152 2.805 0.050  0.28
24 H 0.356 -0.365 5.901  0.16
25 H -2.938 -1.818 -3.513  0.24
26 H 1.447 -0.998 1.396  0.50
27 H 2.058 -2.104 3.368  0.39
28 H 1.264 -1.771 4.943  0.47
29 H 1.542 2.948 -3.397  0.34
30 H -2.551 -1.069 0.445  0.37
31 H 2.292 1.431 0.159  0.31
32 H -2.836 -1.773 -1.121  0.43
33 H -1.179 0.484 5.865  0.20
34 H 2.862 1.762 -3.250  0.34
35 H 2.534 -0.700 4.381  0.31
36 H -1.891 1.782 1.533  0.53
37 H -1.942 -2.655 -4.739  0.37
38 H 2.238 2.190 -4.844  0.33
39 H -1.866 1.666 3.954  0.33
40 H 2.279 2.346 -1.250  0.36
41 H -1.684 -3.025 -3.062  0.34

Properties
**SMILES string**: Cc1cc(-n2c(C)c3c(C)nnc(C)c3c2C)ccc1N
**Highest occupied orbital energy**: -7.2 eV
**Lowest unoccupied orbital energy**: 0.554 eV

=====

[8]
ORCA calculation (ωB97M-V/def2-TZVPD) on a structure of composition C3H5KMgO3.

Last column: Mulliken spin population.
CARTESIAN COORDINATES (ANGSTROEM)
1 K -2.290 -2.654 0.146  0.08
2 Mg -2.460 0.521 -0.405  0.80
3 O 0.727 1.175 -0.289  0.00
4 O -0.852 -0.434 0.233  0.05
5 O -1.089 0.925 -2.022  0.05
6 C -0.024 0.986 -1.375  0.01
7 C 1.303 0.031 0.367  0.00
8 C 0.121 -0.412 1.236  0.00
9 H 0.268 -1.439 1.608  0.00
10 H -0.080 0.335 2.020  0.00
11 H 1.524 -0.768 -0.357  0.00
12 H 0.703 1.361 -2.135  0.01
13 H 2.148 0.372 0.973  0.00

Properties
**Charge**: +1
**2S+1**: 2
**Highest occupied orbital energy (spin up / spin down)**: -10.1 / -13.3 eV
**Lowest unoccupied orbital energy (spin up / spin down)**: -3.781 / -4.462 eV

=====

Calculated total energy (eV), listed in the same order as above: -7241.7010; -87025.7492; -27718.5534; -9358.2206; -11882.4274; -16155.2871; -23913.3456; -31096.2110